# 1
Entry from OMol25: a structure of composition C4HBr3O4 in a non-equilibrium geometry (the ωB97M-V functional and the def2-TZVPD basis).

Properties
LUMO ... 0.195 hartree
HOMO level ... -1.37 eV
Total charge ... -2
Gap between HOMO and LUMO ... 6.7 eV

Each line ends with the Löwdin charge.
Geometry (Å):
C (1.51, 0.73, 1.20)  -0.9196
C (-0.94, -0.51, -1.79)  -0.8958
C (-0.01, 0.79, 0.63)  -0.6217
C (-0.55, -0.85, -0.26)  -1.1064
O (2.31, 1.51, 0.74)  -0.0836
O (0.00, -0.04, -2.37)  -0.0709
O (1.60, -0.03, 2.17)  -0.1277
O (-2.11, -0.91, -2.11)  -0.1529
Br (-0.37, 2.33, -0.38)  0.6879
Br (1.01, -1.90, -0.11)  0.6860
Br (-1.84, -1.78, 0.76)  0.5870
H (-0.61, 0.67, 1.51)  0.0178

=====

# 2
Entry from OMol25: a structure of composition C50H50IrN13O5Sb (the ωB97M-V functional and the def2-TZVPD basis).

Properties
LUMO (spin up / spin down) ... -0.396 / -0.437 hartree
HOMO level (spin up / spin down) ... -15.68 / -15.68 eV
Total charge ... +4
Multiplicity ... 2
Expectation value of S² ... 0.81
Gap between HOMO and LUMO (spin up / spin down) ... 4.9 / 3.8 eV

Each line ends with the Mulliken spin population.
Geometry (Å):
Ir (-0.52, -0.20, 0.35)  0.0022
O (4.72, -4.83, -0.12)  0.0000
N (4.89, -3.97, 0.71)  0.0000
O (5.73, -3.95, 1.58)  0.0000
C (3.96, -2.82, 0.66)  -0.0002
C (4.47, -1.61, 0.96)  0.0001
C (3.65, -0.44, 0.90)  0.0000
C (4.11, 0.87, 1.13)  -0.0002
C (3.23, 1.92, 1.02)  -0.0002
C (1.89, 1.67, 0.74)  0.0003
N (1.43, 0.44, 0.55)  -0.0001
C (2.30, -0.60, 0.58)  -0.0001
C (1.78, -1.88, 0.22)  0.0003
N (0.49, -1.89, -0.19)  -0.0002
C (-0.04, -3.05, -0.58)  0.0003
C (0.67, -4.24, -0.51)  0.0001
C (1.98, -4.24, -0.10)  0.0001
C (2.59, -3.02, 0.25)  0.0002
H (5.52, -1.53, 1.25)  0.0000
H (5.16, 1.04, 1.37)  0.0000
H (3.56, 2.94, 1.15)  0.0000
H (1.17, 2.48, 0.67)  0.0000
H (-1.06, -3.02, -0.95)  0.0000
H (0.19, -5.16, -0.82)  0.0000
H (2.55, -5.16, -0.07)  0.0000
O (-8.05, -0.04, 2.17)  0.0058
C (-6.67, -1.53, 0.62)  0.0263
C (-5.16, -1.42, 0.46)  -0.0107
C (-4.60, -1.06, -0.77)  -0.0032
C (-3.24, -0.86, -0.86)  -0.0093
N (-2.42, -1.01, 0.19)  -0.0024
C (-2.93, -1.45, 1.36)  -0.0043
C (-4.29, -1.66, 1.52)  0.0522
C (-1.94, -1.62, 2.45)  0.0009
C (-2.26, -2.14, 3.68)  -0.0012
C (-1.30, -2.21, 4.69)  -0.0003
C (-1.66, -2.75, 6.04)  0.0001
O (-3.04, -2.53, 6.23)  0.0000
C (-0.02, -1.77, 4.38)  0.0001
C (0.24, -1.27, 3.12)  -0.0003
N (-0.69, -1.19, 2.17)  0.0002
H (-8.92, -0.48, 2.22)  -0.0030
H (-7.08, -2.01, -0.27)  0.0011
H (-6.89, -2.19, 1.46)  -0.0039
H (-5.22, -0.91, -1.65)  0.0062
H (-2.78, -0.55, -1.79)  0.0016
H (-4.68, -2.00, 2.47)  -0.0175
H (-3.26, -2.49, 3.91)  -0.0035
H (-1.05, -2.25, 6.80)  0.0000
H (-1.41, -3.81, 6.07)  0.0000
H (-3.31, -2.92, 7.07)  0.0000
H (0.78, -1.80, 5.11)  0.0000
H (1.23, -0.90, 2.87)  -0.0001
C (-4.38, 2.20, 3.39)  0.0302
N (-3.07, 1.95, 2.75)  0.0219
C (-2.77, 1.50, 1.54)  -0.0165
N (-1.44, 1.39, 1.43)  -0.0057
C (-0.98, 1.82, 2.65)  -0.0017
N (-1.94, 2.17, 3.46)  0.0015
C (-5.50, 1.40, 2.75)  0.2326
C (-6.15, 0.41, 3.56)  -0.0611
C (-7.28, -0.26, 3.35)  0.2386
C (-7.42, -0.19, 0.77)  0.0433
C (-6.62, 1.05, 0.53)  0.2459
C (-5.81, 1.71, 1.44)  -0.0369
C (-6.65, 1.47, -0.83)  -0.0485
N (-7.47, 1.09, -1.76)  0.1736
N (-7.05, 1.67, -2.93)  0.0039
C (-5.98, 2.35, -2.64)  0.0756
O (-5.67, 2.26, -1.31)  0.0021
C (-5.04, 3.06, -3.50)  -0.0138
C (-5.44, 3.61, -4.71)  0.0218
C (-4.49, 4.28, -5.48)  -0.0065
C (-3.17, 4.35, -5.06)  0.0181
C (-2.77, 3.77, -3.86)  -0.0104
C (-1.32, 3.82, -3.42)  0.0004
N (-0.93, 2.55, -2.78)  0.0008
C (-0.91, 2.21, -1.50)  -0.0009
N (-0.61, 0.90, -1.41)  -0.0003
C (-0.45, 0.51, -2.72)  -0.0001
N (-0.65, 1.49, -3.56)  0.0001
C (-3.72, 3.14, -3.07)  0.0195
H (-4.59, 3.27, 3.35)  0.0107
H (-4.24, 1.93, 4.43)  0.0014
H (-3.48, 1.26, 0.77)  0.0137
H (0.06, 1.90, 2.92)  0.0003
H (-5.69, 0.17, 4.52)  -0.0010
H (-7.75, -0.97, 4.02)  0.0021
H (-8.29, -0.17, 0.12)  -0.0028
H (-5.32, 2.59, 1.03)  0.0058
H (-6.47, 3.53, -5.04)  0.0010
H (-4.79, 4.73, -6.41)  0.0001
H (-2.44, 4.85, -5.69)  0.0000
H (-1.13, 4.63, -2.72)  0.0002
H (-0.66, 3.94, -4.27)  -0.0003
H (-1.10, 2.89, -0.69)  0.0000
H (-0.16, -0.47, -3.07)  0.0000
H (-3.44, 2.69, -2.13)  0.0042
C (1.29, -1.17, -6.18)  0.0000
C (1.94, -2.43, -5.61)  0.0000
Sb (2.09, -2.28, -3.48)  0.0001
C (3.52, -3.83, -3.03)  0.0000
C (4.43, -4.26, -4.19)  0.0000
C (3.38, -0.55, -3.33)  0.0000
C (4.63, -0.55, -4.20)  0.0000
H (1.28, -1.20, -7.27)  0.0000
H (1.84, -0.27, -5.90)  0.0000
H (0.26, -1.06, -5.85)  0.0000
H (2.94, -2.59, -6.03)  0.0000
H (1.35, -3.32, -5.82)  0.0000
H (2.95, -4.69, -2.67)  0.0000
H (4.11, -3.45, -2.19)  0.0000
H (3.85, -4.72, -4.99)  0.0000
H (5.16, -4.99, -3.85)  0.0000
H (4.98, -3.42, -4.61)  0.0000
H (3.65, -0.48, -2.27)  0.0000
H (2.75, 0.31, -3.56)  0.0001
H (5.31, -1.36, -3.93)  0.0000
H (5.18, 0.39, -4.10)  0.0000
H (4.38, -0.66, -5.26)  0.0000

=====

# 3
Entry from OMol25: a structure of composition C32H38ClIrN3P2Se (the ωB97M-V functional and the def2-TZVPD basis).

Properties
LUMO (spin up / spin down) ... -0.090 / -0.090 hartree
HOMO level (spin up / spin down) ... -9.61 / -9.61 eV
Total charge ... +1
Gap between HOMO and LUMO (spin up / spin down) ... 7.2 / 7.2 eV

Each line ends with the Löwdin charge.
Geometry (Å):
Ir (0.33, 0.17, -1.75)  0.4517
C (2.79, -0.45, 1.85)  -0.1180
N (1.97, -0.08, 0.70)  -0.4293
P (2.40, -0.21, -0.95)  0.7769
C (3.79, 0.92, -1.21)  -0.3492
C (4.05, 1.96, -0.33)  -0.1012
C (5.08, 2.86, -0.59)  -0.0642
C (5.84, 2.71, -1.74)  -0.0655
C (5.58, 1.68, -2.63)  -0.0623
C (4.56, 0.78, -2.36)  -0.0782
C (3.09, -1.86, -1.21)  -0.3321
C (2.30, -2.83, -1.83)  -0.0910
C (2.77, -4.13, -1.95)  -0.0631
C (4.03, -4.45, -1.46)  -0.0669
C (4.82, -3.49, -0.86)  -0.0682
C (4.36, -2.19, -0.74)  -0.0874
P (0.29, -0.18, 0.44)  0.7590
C (-0.20, -1.87, 0.91)  -0.3321
C (0.17, -2.38, 2.15)  -0.1043
C (-0.11, -3.70, 2.49)  -0.0650
C (-0.79, -4.51, 1.59)  -0.0673
C (-1.17, -4.01, 0.35)  -0.0658
C (-0.87, -2.70, 0.01)  -0.1192
C (-0.47, 0.89, 1.69)  -0.3051
C (-1.38, 0.42, 2.63)  -0.1062
C (-1.91, 1.28, 3.59)  -0.0885
C (-1.54, 2.61, 3.61)  -0.0750
C (-0.64, 3.10, 2.67)  -0.0575
C (-0.11, 2.24, 1.71)  -0.0850
H (2.92, -1.53, 1.93)  0.0802
H (2.33, -0.07, 2.76)  0.0859
H (3.77, 0.01, 1.75)  0.0778
H (3.45, 2.08, 0.57)  0.0983
H (5.28, 3.67, 0.10)  0.1097
H (6.64, 3.41, -1.95)  0.1100
H (6.17, 1.57, -3.52)  0.1111
H (4.36, -0.03, -3.05)  0.1168
H (1.33, -2.56, -2.22)  0.0574
H (2.16, -4.88, -2.44)  0.1101
H (4.40, -5.47, -1.56)  0.1093
H (5.80, -3.75, -0.48)  0.1092
H (4.99, -1.43, -0.28)  0.1100
H (0.68, -1.76, 2.87)  0.0981
H (0.19, -4.08, 3.45)  0.1103
H (-1.01, -5.54, 1.85)  0.1092
H (-1.69, -4.64, -0.35)  0.1098
H (-1.14, -2.32, -0.97)  0.0100
H (-1.68, -0.62, 2.63)  0.0972
H (-2.60, 0.89, 4.33)  0.1102
H (-1.94, 3.28, 4.37)  0.1101
H (-0.35, 4.14, 2.67)  0.1130
H (0.58, 2.63, 0.98)  0.0754
Cl (-0.49, 3.28, -1.71)  0.4837
C (0.92, 2.15, -1.68)  -0.8167
H (1.53, 2.49, -0.85)  -0.0414
H (1.48, 2.36, -2.60)  0.0072
C (-4.86, -0.35, -0.60)  -0.0476
C (-3.44, 0.05, -0.12)  -0.1606
N (-3.27, 1.49, -0.22)  -0.1329
C (-4.12, 2.15, 0.76)  -0.1274
C (-5.59, 1.68, 0.60)  -0.0559
N (-5.66, 0.92, -0.70)  -0.0900
C (-5.12, 1.77, -1.82)  -0.0497
C (-3.60, 1.93, -1.57)  -0.1815
H (-5.38, -1.01, 0.10)  0.1340
H (-4.85, -0.80, -1.59)  0.1356
H (-2.71, -0.43, -0.77)  0.0371
H (-3.27, -0.26, 0.91)  0.1118
H (-4.05, 3.23, 0.61)  0.1353
H (-3.77, 1.93, 1.76)  0.1056
H (-6.31, 2.49, 0.54)  0.1324
H (-5.90, 0.99, 1.38)  0.1331
H (-6.63, 0.68, -0.90)  0.1855
H (-5.67, 2.71, -1.79)  0.1330
H (-5.34, 1.26, -2.76)  0.1364
H (-3.30, 2.96, -1.71)  0.0963
H (-3.03, 1.30, -2.26)  0.0328
Se (-1.22, -0.59, -3.24)  -0.0652

=====

The records above give, respectively, electronic energy values of -8176.03251 -3366.53394 -5054.95502 Eh.